ORCA calculation (the ωB97M-V functional and the def2-TZVPD basis) on a cluster of 2 separate species, C4H16N4Si in total.

Cartesian coordinates (Å):
C -3.835 -0.094 -0.198
H 0.419 1.954 0.736
H 1.969 2.272 -0.072
H 0.250 -2.126 1.524
C 0.973 1.794 -0.163
H -4.609 -0.262 0.500
C 1.935 0.218 -1.731
H -3.413 -1.520 2.004
H 2.652 0.131 0.841
H -3.962 0.151 -1.213
N -2.638 -0.544 0.170
H -0.756 -0.883 -0.268
H 1.271 -0.233 -2.484
H 2.662 -2.721 1.340
H 0.350 2.271 -0.900
N 1.728 -0.336 0.645
H 1.118 -2.690 -0.583
N -1.603 -0.443 -0.554
H -1.853 -0.416 2.158
N 1.216 0.321 -0.414
H -1.738 -1.959 1.433
H 2.871 -0.302 -1.765
Si 1.520 -2.123 0.672
H 2.137 1.282 -2.025
C -2.458 -1.060 1.486

Summary:
LUMO energy in eV: 0.86
E_tot in hartree: -670.316607
Highest occupied orbital energy in eV: -7.288
Charge: 0
Gap between HOMO and LUMO in eV: 8.150